No. 1
18
Properties=species:S:1:pos:R:3:forces:R:3:nbo_charge:R:1 method="wB97M-V/def2-TZVPD" homo_ev=-7.99 max_force_ev_per_a=4.5 smiles=CCP(C)#[PH]C relative_energy_ev=2.346 homo_lumo_gap_ev=7.87
C 2.72470 0.88427 -0.75700 -0.2 -4.2 -1.7 -0.6139
C 1.39453 0.12987 -0.77296 0.3 -0.2 4.0 -0.6859
P 0.09406 1.21448 0.01368 -1.0 -2.7 -0.2 0.6412
C 0.35475 0.68572 1.77128 -0.7 -3.2 -0.3 -0.9626
P -1.81245 -0.09238 -0.97578 -0.2 0.1 -0.2 0.1354
C -3.13873 -1.47520 -0.48816 -2.4 3.5 0.0 -0.8670
H 3.06773 1.16200 0.17627 0.7 0.1 2.2 0.2029
H 3.39525 0.11269 -1.24562 0.1 1.5 0.5 0.2132
H 2.63367 1.75939 -1.27570 0.0 2.2 -1.9 0.2053
H 1.49160 -0.82541 -0.11888 -0.2 1.5 -1.2 0.2056
H 1.04791 -0.14667 -1.70737 -0.3 -0.4 -2.1 0.2225
H 1.15781 -0.13029 1.98919 -1.6 1.2 -0.7 0.2254
H 0.63793 1.49912 2.31877 0.8 2.3 1.6 0.2185
H -0.65531 0.36819 2.17795 1.3 0.2 -0.4 0.2454
H -2.54173 0.87123 -0.32779 -0.7 0.9 -0.1 -0.0430
H -3.82827 -1.68272 -1.35271 1.3 0.2 0.3 0.2338
H -2.80352 -2.32645 -0.07479 1.6 -3.2 0.9 0.2066
H -3.91912 -1.15452 0.28782 1.3 0.2 -0.8 0.2167


No. 2
17
Properties=species:S:1:pos:R:3:forces:R:3:nbo_charge:R:1 method="wB97M-V/def2-TZVPD" homo_ev=-8.49 max_force_ev_per_a=1.8 smiles=CSC.CC relative_energy_ev=0.618 homo_lumo_gap_ev=9.51
C 0.15328 0.77349 0.26280 0.5 -0.4 -0.8 -0.7668
S -1.21888 1.74559 0.92420 0.7 0.5 0.1 0.1970
C -0.50160 2.28801 2.48883 -0.7 0.2 0.7 -0.7468
H 0.99178 0.56324 0.92867 -0.7 -0.2 0.7 0.2228
H -0.36077 -0.11855 -0.06412 0.4 -0.6 0.1 0.2233
H 0.74132 1.08501 -0.61128 -0.8 0.9 -0.1 0.2157
H -0.02570 3.26833 2.51070 0.3 -0.2 -0.4 0.2133
H 0.13568 1.50318 2.88226 0.2 0.1 0.0 0.2166
H -1.32900 2.37932 3.20110 0.0 -0.1 -0.2 0.2247
C 1.58602 -3.74632 -2.36454 1.0 1.5 0.0 -0.6068
C 0.87549 -2.42029 -2.02237 -0.4 -0.9 0.6 -0.6057
H 1.95849 -3.55984 -3.37089 -0.1 -1.0 -0.3 0.2026
H 2.47454 -3.92712 -1.75484 -0.1 0.2 0.1 0.1991
H 0.95363 -4.61463 -2.21943 -0.3 0.0 -0.5 0.2085
H 0.46136 -2.54159 -1.01889 -0.3 0.4 -0.1 0.1974
H 0.08572 -2.27525 -2.75887 -0.3 0.1 0.2 0.2019
H 1.46262 -1.50357 -2.02309 0.5 -0.3 -0.1 0.2032


No. 3
17
Properties=species:S:1:pos:R:3:forces:R:3:nbo_charge:R:1 method="wB97M-V/def2-TZVPD" homo_ev=-9.03 max_force_ev_per_a=0.7 smiles=CCS.CC relative_energy_ev=0.022 homo_lumo_gap_ev=9.99
C 1.78150 -1.28717 1.80746 -0.1 -0.3 -0.4 -0.6127
C 1.38233 -1.71175 0.39220 -0.4 0.1 0.6 -0.5126
S 1.16567 -0.31296 -0.73167 0.3 0.0 -0.4 -0.0392
H 2.64024 -0.61958 1.78328 0.0 0.0 0.1 0.2144
H 2.01777 -2.17672 2.39239 0.1 0.1 0.1 0.2109
H 0.94766 -0.78104 2.29091 0.0 0.1 0.1 0.2046
H 2.13445 -2.35775 -0.04747 0.1 0.0 -0.2 0.2189
H 0.44012 -2.26244 0.43050 0.2 -0.1 -0.1 0.2079
H 0.38217 0.38858 0.07660 -0.3 0.2 0.2 0.1090
C -2.44186 2.24496 0.10245 -0.1 -0.2 0.2 -0.6087
C -2.84790 1.22613 -0.96558 0.0 0.4 -0.1 -0.6116
H -2.65599 1.86801 1.10357 0.1 -0.1 0.0 0.1998
H -2.99968 3.17896 0.02418 0.1 0.0 -0.2 0.2053
H -1.37499 2.46832 0.07539 0.0 0.1 -0.1 0.1996
H -2.07151 0.48613 -1.14835 0.0 -0.2 0.2 0.2087
H -3.77365 0.73013 -0.68322 0.0 -0.1 -0.1 0.2025
H -3.01632 1.70847 -1.92624 -0.1 0.1 -0.1 0.2031


No. 4
17
Properties=species:S:1:pos:R:3:forces:R:3:nbo_charge:R:1 method="wB97M-V/def2-TZVPD" homo_ev=-8.99 max_force_ev_per_a=0.8 smiles=CCS.CC relative_energy_ev=0.165 homo_lumo_gap_ev=9.95
C 1.80035 0.79902 1.82066 0.1 -0.4 -0.2 -0.6241
C 0.84239 0.94842 0.63699 0.0 -0.2 -0.1 -0.5159
S 1.64476 1.00409 -0.99166 0.0 0.1 -0.1 -0.0464
H 1.75352 -0.22535 2.20938 0.0 0.2 0.0 0.2097
H 1.54141 1.48146 2.62249 0.1 0.1 0.2 0.2165
H 2.83701 0.95740 1.51596 -0.1 0.2 0.1 0.2164
H 0.11577 0.13593 0.64767 0.0 0.1 -0.1 0.2124
H 0.28369 1.88674 0.66140 0.1 -0.1 0.1 0.2192
H 2.51456 -0.00155 -0.82524 -0.1 -0.1 0.1 0.1128
C -2.08070 -1.39897 -0.26500 0.2 0.0 0.6 -0.6100
C -3.49498 -1.97269 -0.36018 0.2 0.8 -0.1 -0.6061
H -1.49934 -1.95814 0.48177 0.0 -0.2 -0.4 0.1975
H -1.54463 -1.38950 -1.21363 0.0 -0.1 0.0 0.2099
H -2.04771 -0.38291 0.12296 -0.3 0.2 -0.1 0.1975
H -3.90631 -2.12142 0.64248 0.0 -0.3 -0.2 0.2036
H -3.46153 -2.87793 -0.95544 -0.3 -0.3 0.2 0.2055
H -4.17150 -1.27481 -0.86319 0.1 -0.1 -0.1 0.2018


No. 5
17
Properties=species:S:1:pos:R:3:forces:R:3:nbo_charge:R:1 method="wB97M-V/def2-TZVPD" homo_ev=-9.11 max_force_ev_per_a=3.0 smiles=CCC.CS relative_energy_ev=1.150 homo_lumo_gap_ev=10.14
C 1.54106 2.28518 2.98244 2.4 1.2 -1.1 -0.6251
C 2.32043 1.58017 1.82161 0.2 1.6 1.4 -0.3967
C 2.15879 2.15302 0.40075 -0.5 -1.4 0.3 -0.6266
H 1.92570 3.30597 3.14005 0.2 -0.1 -0.3 0.1922
H 2.00212 1.74802 3.80702 -1.6 -0.1 0.9 0.2178
H 0.50371 2.51853 2.77323 -0.5 -1.2 0.6 0.2166
H 2.18904 0.53215 2.09762 -0.5 -0.3 -1.4 0.2014
H 3.38640 1.69695 2.04407 -0.1 0.2 0.3 0.1874
H 1.57058 3.05698 0.25090 0.0 0.1 0.7 0.2100
H 3.16609 2.35984 0.05075 -0.2 -0.2 -0.7 0.2112
H 1.61126 1.37919 -0.14463 0.5 0.2 -0.7 0.2119
C -3.21607 -3.74082 -3.30301 -0.8 -0.7 1.0 -0.7200
S -4.76934 -3.15335 -2.51796 0.2 -0.1 -0.4 -0.0583
H -2.51187 -3.71387 -2.47599 0.5 0.5 -0.5 0.2251
H -3.35698 -4.80351 -3.48324 0.1 0.0 -0.3 0.2187
H -2.97823 -3.22240 -4.22152 0.3 0.2 0.2 0.2187
H -5.54270 -3.98204 -3.22207 -0.3 0.1 0.0 0.1158


No. 6
18
Properties=species:S:1:pos:R:3:forces:R:3:nbo_charge:R:1 method="wB97M-V/def2-TZVPD" homo_ev=-8.41 max_force_ev_per_a=2.3 smiles=CCC.CSS relative_energy_ev=0.953 homo_lumo_gap_ev=8.85
C 2.64330 -2.11843 -2.79299 -0.7 -0.9 1.7 -0.6238
C 1.41996 -1.37230 -2.20404 -0.1 -0.1 -1.4 -0.3948
C 1.65609 0.12490 -1.99638 0.5 -1.0 2.0 -0.6118
H 3.56814 -1.78648 -2.31878 0.2 0.7 -0.8 0.2062
H 2.63342 -3.13073 -2.36687 -0.3 -0.2 -0.5 0.2065
H 2.58400 -2.21407 -3.87045 0.6 0.3 -0.1 0.2123
H 0.60897 -1.44887 -2.94526 0.1 -0.2 0.2 0.1902
H 1.05438 -1.92560 -1.33625 0.1 0.5 0.3 0.1986
H 2.45615 0.23483 -1.24697 0.3 0.0 -0.5 0.1944
H 0.82982 0.53426 -1.41019 -0.3 0.5 -0.9 0.2114
H 1.95420 0.61300 -2.91665 -0.4 0.3 0.0 0.2107
C -2.47338 2.20597 3.14857 0.2 1.4 1.9 -0.7964
S -3.36375 0.75045 2.71198 0.0 -0.9 0.1 0.1171
S -4.79004 0.69976 4.24390 0.2 0.4 0.0 -0.1426
H -3.00914 3.10999 2.85285 0.5 0.0 -0.5 0.2261
H -2.40633 2.31643 4.24474 -0.5 -0.4 -0.1 0.2216
H -1.39114 2.19797 2.99914 -0.3 -0.2 -1.2 0.2485
H -3.97466 1.20893 5.20366 -0.2 -0.4 -0.2 0.1257


No. 7
18
Properties=species:S:1:pos:R:3:forces:R:3:nbo_charge:R:1 method="wB97M-V/def2-TZVPD" homo_ev=-9.08 max_force_ev_per_a=4.0 smiles=CCC.CSS relative_energy_ev=0.946 homo_lumo_gap_ev=9.52
C 1.65421 0.83106 1.49900 1.7 -2.9 -0.1 -0.6136
C 2.33754 0.42142 0.12780 -0.4 1.1 0.3 -0.4054
C 3.53699 -0.57190 0.27237 1.1 2.5 0.2 -0.6093
H 2.43210 1.25524 2.15771 0.0 -0.9 0.1 0.2069
H 0.98172 1.63046 1.51402 -1.3 1.1 -0.8 0.1947
H 1.14888 -0.09264 1.89181 0.5 1.0 0.3 0.2063
H 1.60287 0.02217 -0.62650 0.6 0.5 0.9 0.2087
H 2.65611 1.43153 -0.15921 0.4 -0.5 -1.0 0.1918
H 3.85903 -1.00314 -0.70659 -0.3 0.3 0.9 0.2154
H 3.22784 -1.30106 0.97614 -0.1 -1.2 0.4 0.2036
H 4.45557 -0.03781 0.77958 -1.7 -0.9 -1.1 0.1989
C -1.85009 0.08014 -2.12729 -3.0 -2.3 1.6 -0.7201
S -1.17618 -0.89059 -0.71636 -0.4 1.0 0.3 0.0679
S -1.80214 0.37612 0.83421 0.4 -0.5 -0.4 -0.1386
H -1.17098 0.22440 -2.86046 2.6 0.9 -2.0 0.2089
H -2.61669 -0.59064 -2.60781 0.3 0.9 0.6 0.2160
H -2.29710 0.98188 -1.72740 0.0 0.0 -0.2 0.2388
H -0.69813 1.14677 0.85176 -0.3 -0.1 0.0 0.1290


No. 8
18
Properties=species:S:1:pos:R:3:forces:R:3:nbo_charge:R:1 method="wB97M-V/def2-TZVPD" homo_ev="-11.73 / -11.71" spin_multiplicity=2 max_force_ev_per_a=7.0 total_charge=+1 relative_energy_ev=1.637 homo_lumo_gap_ev="7.15 / 3.06"
C -2.45465 1.29713 2.41233 -0.6 1.8 -1.0 -0.6237
C -0.93161 1.59241 2.36086 -1.0 -0.8 0.8 -0.4828
S 0.02866 0.22426 3.22243 -0.3 0.8 -0.9 -0.0492
H -2.90948 1.14267 1.37913 0.7 -0.1 1.3 0.2060
H -3.04398 2.15298 2.84323 0.7 -0.8 -0.3 0.2261
H -2.60337 0.44997 3.02230 -0.6 -1.0 0.5 0.2190
H -0.68826 1.55057 1.33072 0.8 0.3 -0.8 0.1915
H -0.68916 2.55178 2.80344 0.2 0.0 -0.1 0.2236
H 1.01760 0.27174 2.31487 0.1 -0.1 0.3 0.0964
C 2.58517 -1.27905 -1.90525 -2.6 -4.7 4.5 -0.6199
S 0.77340 -1.01192 -1.21879 1.8 0.1 -2.6 0.8126
C 0.22455 -1.08443 -2.92988 -0.2 -1.7 -0.9 -0.8156
H 3.00105 -0.35826 -1.88297 1.8 2.6 0.2 0.2501
H 2.52816 -1.83957 -2.79074 -0.3 -0.1 -1.4 0.2418
H 2.84429 -2.08976 -1.10635 0.7 2.0 -1.2 0.2658
H 0.08028 -2.24374 -3.09151 0.2 2.0 0.2 0.3039
H -0.72888 -0.61385 -3.05916 -0.6 0.2 0.0 0.2737
H 0.96623 -0.71294 -3.70465 -0.8 -0.4 1.3 0.2806


No. 9
20
Properties=species:S:1:pos:R:3:forces:R:3:nbo_charge:R:1 method="wB97M-V/def2-TZVPD" homo_ev=-8.96 max_force_ev_per_a=3.4 smiles=CCSS.CCSS relative_energy_ev=1.872 homo_lumo_gap_ev=9.28
C -0.32002 1.57297 -0.36206 0.7 0.5 -0.6 -0.6243
C -1.51679 0.65983 -0.23045 0.3 0.5 -0.6 -0.5688
S -2.84753 1.51132 0.64187 -0.8 -0.3 -0.7 0.1096
S -2.37135 1.42015 2.60443 0.4 0.0 0.3 -0.1306
H 0.02644 2.02795 0.58110 -0.2 -0.3 -0.2 0.2107
H -0.51613 2.37822 -1.08990 0.1 -0.2 0.4 0.2195
H 0.48321 0.92894 -0.75787 -0.4 1.4 0.2 0.1948
H -1.80615 0.40525 -1.26819 -0.6 0.1 0.6 0.2292
H -1.11031 -0.25611 0.23994 -2.9 1.3 -1.1 0.2190
H -1.60778 2.53011 2.69066 -0.1 -0.1 0.0 0.1191
C 0.29918 -1.40751 0.71198 0.8 -0.2 0.4 -0.6099
C 0.69571 -1.27986 -0.77734 -1.1 1.1 1.4 -0.5997
S 1.75250 -2.49911 -1.41277 1.6 -0.6 -0.8 0.1656
S 3.59486 -1.67042 -0.88004 -0.1 -0.4 0.2 -0.1527
H 1.18166 -1.43352 1.37317 -0.2 -0.1 -0.4 0.2266
H -0.34088 -2.27497 0.94524 0.3 0.3 -0.3 0.2180
H -0.26893 -0.48516 0.91962 1.9 -1.4 1.6 0.2000
H -0.23242 -1.22726 -1.37838 0.6 -0.2 0.0 0.2287
H 1.20075 -0.29757 -0.85138 0.0 -1.3 -0.4 0.2236
H 3.70396 -0.60325 -1.69964 -0.3 -0.3 -0.2 0.1216


No. 10
37
Properties=species:S:1:pos:R:3:forces:R:3:nbo_charge:R:1 method="wB97M-V/def2-TZVPD" homo_ev=-4.91 max_force_ev_per_a=5.0 total_charge=-1 relative_energy_ev=0.951 homo_lumo_gap_ev=6.72
Be -0.90140 -1.73443 24.59384 -1.1 -1.5 -0.3 1.6305
C -1.52233 2.96505 23.43526 -0.1 -1.8 0.7 0.8189
F -1.82020 2.55986 22.15416 0.8 1.0 1.7 -0.3191
F -0.17637 3.02152 23.64428 -1.8 0.5 -1.2 -0.3119
F -2.13302 4.11882 23.71978 0.9 -1.0 -0.5 -0.2925
S -2.23504 1.51169 24.63724 -3.0 -1.8 0.3 2.0493
O -2.92415 2.14637 25.78265 1.2 -1.3 -2.8 -0.8592
O -3.03447 0.57691 23.81341 2.1 2.2 1.2 -0.8699
N -0.83202 0.55611 25.13805 -1.2 1.3 -0.5 -1.2356
S -0.28572 1.45386 26.37230 -1.1 1.4 3.6 2.1166
O -0.61888 2.90112 26.21849 1.8 -2.8 0.3 -0.9201
O -0.64899 0.85232 27.69912 1.7 1.2 -3.2 -0.9013
C 1.64544 1.51573 26.21733 -0.9 -1.8 -0.7 0.7674
F 2.17907 0.26761 26.46305 -0.2 1.2 -0.2 -0.3520
F 1.98759 1.77247 24.87992 -0.1 0.5 2.9 -0.3281
F 2.09765 2.33213 27.17696 0.1 -0.3 -1.8 -0.2895
C -3.53452 -1.79116 27.84919 0.5 0.0 0.6 -0.7365
C -3.80898 -2.08244 26.39009 -0.2 2.2 -0.1 0.7596
O -2.96962 -2.69848 25.69687 3.6 -0.6 -1.4 -0.8320
O -4.86384 -1.68579 25.93799 -1.9 0.4 -0.1 -0.6955
H -3.71253 -0.79629 28.25741 -0.8 0.2 -0.7 0.2184
H -2.48730 -1.89304 28.13391 0.0 -1.0 0.0 0.1872
H -4.25214 -2.49098 28.27740 0.5 -0.1 0.9 0.2189
B -0.66249 -3.97235 23.39284 0.3 1.6 -0.1 -0.9364
H -0.17564 -3.90473 24.35338 2.6 0.4 4.3 -0.0132
H -1.63413 -3.52707 23.54087 -4.5 1.7 0.4 0.0065
H -0.18878 -3.38491 22.62164 2.3 2.3 -2.9 -0.0108
H -0.67407 -4.99216 23.04060 -0.5 -3.8 -0.8 0.0655
O -1.05380 -0.94211 22.13938 0.2 0.2 0.5 -0.9438
H -1.70282 -1.15042 21.46736 -0.4 -0.3 0.1 0.4930
H -0.39725 -0.41519 21.68381 0.3 0.2 0.1 0.4755
O 0.38549 -1.81538 27.06286 0.0 -0.3 -0.6 -0.9505
H 1.30753 -2.02240 27.21521 0.2 -0.2 -0.1 0.4724
H 0.05667 -1.54046 27.91874 -0.5 0.3 0.1 0.4977
O 1.48517 -1.19632 23.89467 -0.6 0.1 0.3 -0.9555
H 1.97009 -0.74120 24.58312 0.0 0.2 0.3 0.4840
H 2.13709 -1.36763 23.21506 -0.1 -0.4 -0.3 0.4918


No. 11
24
Properties=species:S:1:pos:R:3:forces:R:3:nbo_charge:R:1 method="wB97M-V/def2-TZVPD" homo_ev=-5.34 max_force_ev_per_a=0.5 total_charge=-1 homo_lumo_gap_ev=8.32
C 1.95732 -0.55438 -0.65201 -0.4 0.1 0.1 -0.9685
P 0.37474 0.45334 -0.61810 0.4 -0.1 -0.2 0.8587
C -1.26425 1.48428 -0.60986 -0.1 0.1 0.1 -0.7362
C -2.48186 0.67895 -0.17858 -0.1 0.1 0.2 -0.4391
C -3.07426 -0.14707 -1.30246 -0.2 -0.1 -0.1 -0.0567
O -4.01565 -1.12726 -0.85713 0.0 0.2 -0.1 -0.7275
H 2.73047 -0.02308 -0.09700 0.1 0.0 -0.1 0.2600
H 1.77821 -1.49578 -0.13006 0.1 0.0 0.0 0.2347
H 2.27915 -0.74660 -1.67685 0.0 0.0 -0.1 0.1921
H 0.62280 0.86704 0.71100 -0.1 -0.1 0.1 -0.0120
H -0.41082 -0.72972 -0.81315 0.0 0.0 0.0 -0.1012
H 0.85050 1.28200 -1.68726 0.0 0.1 0.0 -0.0909
H -1.44268 1.97075 -1.57474 0.0 -0.1 -0.1 0.1896
H -1.09012 2.27989 0.12078 0.0 0.1 -0.1 0.2084
H -3.26968 1.32894 0.21264 0.0 -0.1 0.1 0.2032
H -2.19744 0.00922 0.64530 0.0 0.0 0.0 0.1925
H -3.63896 0.50148 -1.97451 0.1 0.0 -0.1 0.1681
H -2.28475 -0.62261 -1.89095 0.0 0.0 0.0 0.1576
H -3.54805 -1.72450 -0.27035 0.1 -0.1 0.1 0.4610
B 3.62916 -0.73924 2.53369 0.0 0.0 0.0 1.3446
F 2.79686 -1.82691 2.18553 0.0 0.0 0.0 -0.5868
F 2.81934 0.36564 2.88325 0.0 0.0 0.0 -0.5870
F 4.45005 -1.09533 3.61712 0.0 0.0 0.0 -0.5797
F 4.42991 -0.38905 1.42373 0.0 0.0 0.0 -0.5849


No. 12
23
Properties=species:S:1:pos:R:3:forces:R:3:nbo_charge:R:1 method="wB97M-V/def2-TZVPD" homo_ev=-6.19 max_force_ev_per_a=6.7 homo_lumo_gap_ev=4.83
C -0.66531 -2.91212 0.89195 0.2 -0.1 -0.8 -1.0409
B -0.02045 -1.72617 -0.10415 2.0 -2.9 -0.6 0.8612
O 1.03558 -2.06185 -1.12042 -4.6 2.1 1.1 -0.8679
S -0.62332 0.09038 -0.02737 -1.2 -0.2 -0.9 0.1928
C -2.43316 -0.10281 0.55421 -0.3 -0.8 1.0 -0.1956
O -3.12758 -0.78298 -0.58408 4.0 5.4 -0.1 -0.2798
O -3.84634 -1.78805 -0.14529 -2.6 -5.2 0.4 -0.4237
H 0.00242 -3.88216 0.75112 -1.4 2.1 0.6 0.2765
H -1.74272 -3.20829 0.48423 2.1 0.7 0.9 0.2628
H -0.76110 -2.56405 2.00881 0.2 -0.8 -2.2 0.2617
H 0.67742 -1.60106 -1.95869 1.4 -0.7 1.6 0.5049
H 0.12638 0.82680 0.90841 1.0 0.7 0.3 0.2981
H -2.45693 -0.78709 1.53073 -0.2 1.5 -2.3 0.2520
H -2.81806 0.98502 0.74892 0.6 -2.2 -0.5 0.2554
H -3.77609 -2.48005 -0.88940 -0.1 1.4 1.6 0.4750
C 2.32549 3.11552 -0.98341 0.7 0.2 -0.8 -0.6203
C 2.78847 2.35724 0.27323 -0.3 0.8 -2.1 -0.0269
O 1.79488 2.41298 1.14525 -1.8 -1.4 2.0 -0.8983
H 2.10240 4.16819 -0.76827 0.0 -0.3 0.2 0.1941
H 3.11837 3.09785 -1.74028 0.0 0.1 -0.3 0.1692
H 1.43448 2.65920 -1.43273 0.0 0.0 0.2 0.1635
H 3.75234 2.81412 0.54671 0.2 0.3 0.6 0.1074
H 3.11282 1.36938 -0.08949 -0.1 -0.7 0.1 0.0786